(1)
Below is 4 unconnected molecules or ions with the total composition C8H24O4 in a non-equilibrium geometry, with properties calculated with ωB97M-V/def2-TZVPD.

- <S²> = 0.75
- energy relative to the best compared isomer or geometry (same formula, charge and spin) (kJ/mol) = 186.7
- charge = +1
- frontier orbital gap (spin up / spin down) (hartree) = 0.356 / 0.100
- spin multiplicity = 2

Each line ends with the natural charge from an NBO analysis.
CARTESIAN COORDINATES (ANGSTROEM)
C 3.99319 -1.64260 1.44628  -0.6142
C 4.53346 -0.71890 0.37946  -0.0627
O 5.95367 -0.97771 0.33994  -0.7171
H 4.20208 -1.22882 2.43282  0.2183
H 4.36364 -2.66519 1.37439  0.2087
H 2.90802 -1.61842 1.34671  0.1700
H 4.20093 0.28331 0.64981  0.1876
H 4.12676 -1.08001 -0.56516  0.1514
H 6.11431 -1.88014 0.05459  0.4684
C 1.36475 0.08666 -1.96896  -0.6285
C -0.14190 0.42348 -1.94867  -0.0663
O -0.39146 0.46944 -0.62506  -0.7432
H 1.78654 0.45911 -2.90249  0.2354
H 1.53173 -0.98006 -1.81961  0.2018
H 1.88062 0.60015 -1.15760  0.2240
H -0.85008 -0.24883 -2.43300  0.1761
H -0.39496 1.39842 -2.36527  0.1808
H -1.00167 1.18419 -0.42914  0.5266
C -2.31347 -2.54038 0.66172  -0.5990
C -0.79233 -2.48129 0.75969  -0.1290
O -0.39730 -1.39793 1.49883  -0.2085
H -2.67181 -1.68222 0.09317  0.2294
H -2.82789 -2.61544 1.61975  0.2549
H -2.65543 -3.44229 0.15406  0.2705
H -0.30893 -2.36400 -0.21019  0.2565
H -0.47354 -3.50890 0.93430  0.2517
H -0.49213 -0.59483 0.98149  0.5375
C -4.03666 3.75030 -0.32595  -0.6557
C -3.00360 3.18477 0.63130  -0.0711
O -2.58587 1.83708 0.39087  -0.7630
H -3.80775 3.61616 -1.38317  0.2187
H -4.08840 4.83855 -0.29223  0.2430
H -4.98571 3.22005 -0.24699  0.2124
H -3.32969 3.28062 1.66696  0.1758
H -2.06312 3.73575 0.63129  0.1836
H -3.34586 1.29979 0.62613  0.4752

Forces on atoms 1 to 2 (eV/Å):
C -0.8866 0.5434 0.5117
C 0.7860 -2.6775 0.1993

---

(2)
Below is 2 unconnected molecules or ions with the total composition C2H7NOS in a non-equilibrium geometry, with properties calculated with ωB97M-V/def2-TZVPD.

- energy relative to the best compared isomer or geometry (same formula, charge and spin) (kJ/mol) = 322.5
- charge = 0
- frontier orbital gap (spin up / spin down) (hartree) = 0.305 / 0.305

Each line ends with the natural charge from an NBO analysis.
CARTESIAN COORDINATES (ANGSTROEM)
C 0.97351 -1.53749 0.36731  -0.6348
C -0.27700 -0.95221 -0.14809  -0.4591
N -2.40473 0.29238 -0.44049  -1.0638
O -0.11250 2.48470 -0.05554  -0.9327
S -1.43160 -0.19119 0.71877  0.9331
H 1.15649 -2.50098 0.14746  0.2202
H 1.67368 -0.89204 -0.17161  0.2312
H 1.03520 -1.31438 1.45423  0.2141
H -0.38670 -1.18123 -1.19088  0.2299
H -0.84109 2.91014 -0.44242  0.4595
H -3.13431 0.72492 -0.00728  0.3378
H -0.45059 1.59278 -0.47880  0.4645

Forces on atoms 1 to 2 (eV/Å):
C -0.3745 4.7623 1.9814
C -0.6529 -1.0250 1.0859